(1)
Molecular formula: C4H7FO
Method: DFT, wB97M-V/def2-TZVPD

Last column: natural (NBO) charge in e.
Positions of all 13 atoms, in Å:
H: -3.376 0.044 0.056  0.568
H: -0.469 0.438 -1.396  0.105
O: -1.920 0.567 0.082  -0.576
F: -4.254 -0.373 -0.019  -0.610
C: 1.810 0.560 -0.027  -0.411
C: -0.774 0.518 -0.321  0.498
H: 1.104 -1.488 -0.833  0.222
H: 1.756 -1.435 0.841  0.220
H: 1.625 0.992 -1.085  0.235
C: 1.282 -0.890 0.006  -0.383
H: 0.210 0.191 1.489  0.232
C: 0.423 0.276 0.497  -0.351
H: 2.581 0.601 0.711  0.252

Forces on the atoms, in the same order (eV/Å):
H -1.5127 -0.6676 -0.2932
H -0.8566 0.4768 -0.0501
O 1.4450 0.4211 -0.2247
F 1.0820 0.5297 0.1609
C -2.4896 -1.5927 -2.4492
C 0.3603 -0.9684 -0.4011
H -0.5011 -0.3798 -1.3032
H -0.6043 0.1191 -0.5688
H 1.6531 -0.1795 2.0225
C 1.2294 1.3457 1.8630
H -0.3292 0.2960 2.7302
C -0.0389 -0.7047 -1.1864
H 0.5626 1.3044 -0.2999

Structure (SMILES): O=CC1CC1.F
Multiplicity: 1
Orbital gap: 11.26 eV

=====

(2)
Molecular formula: C31H38BInNO4
Method: DFT, wB97M-V/def2-TZVPD

Last column: Löwdin charge in e.
Positions of all 76 atoms, in Å:
H: 0.353 -0.876 3.173  0.092
C: -1.213 4.266 3.614  -0.102
C: -0.045 4.246 4.368  -0.102
C: 0.646 2.234 3.242  -0.108
C: -6.854 -4.392 -4.660  -0.101
H: 1.799 3.216 4.764  0.096
C: 6.133 2.742 4.131  -0.100
H: 0.810 -1.967 -0.810  0.104
C: -6.908 -5.695 -5.140  -0.108
H: -7.742 -3.769 -4.681  0.097
C: 6.540 3.935 4.715  -0.108
C: -0.484 -3.559 5.068  -0.104
O: 2.714 -0.757 0.401  0.029
C: -4.527 -4.687 -4.122  -0.094
C: -1.311 1.727 -3.025  -0.239
C: 4.677 5.069 3.697  -0.095
C: 1.812 1.161 -1.110  -0.182
H: 0.237 -3.343 3.056  0.102
H: -2.041 -2.098 -6.435  0.093
C: -5.663 -3.887 -4.153  -0.094
H: 2.508 0.544 -5.198  0.033
H: 2.208 -0.801 -4.022  0.047
C: 4.268 3.874 3.116  -0.098
H: 1.114 -0.578 -6.592  0.110
C: -4.580 -5.989 -4.604  -0.092
O: 0.383 -1.934 -5.197  -0.067
H: 2.878 1.558 -1.082  0.025
C: -1.454 3.266 2.678  -0.087
H: -0.713 1.467 1.767  0.107
H: -1.937 5.060 3.756  0.096
H: -3.603 1.564 -3.216  -0.002
C: -5.770 -6.492 -5.116  -0.105
C: -2.535 1.771 -2.986  -0.134
C: -0.337 -0.786 5.205  -0.087
H: -0.540 -4.640 5.015  0.096
H: -2.365 3.280 2.091  0.103
H: 1.374 1.443 3.093  0.101
H: 6.701 1.834 4.301  0.098
C: -0.769 -1.515 6.307  -0.102
H: 3.379 3.850 2.495  0.102
H: 1.148 4.208 -3.037  -0.078
H: 6.136 6.033 4.945  0.096
H: -2.366 -0.668 -5.303  0.077
C: 0.886 3.231 4.180  -0.110
N: 1.665 3.580 -3.673  -0.225
C: 0.630 -0.541 -5.566  -0.268
C: 1.707 0.050 -4.568  -0.235
C: -0.525 2.249 2.494  -0.084
O: 1.258 -1.422 -1.487  0.088
C: -0.846 -2.901 6.238  -0.109
H: 2.621 3.572 -3.281  -0.081
H: 3.654 -0.608 0.207  0.079
C: -0.860 -2.107 -4.596  -0.481
H: -5.810 -7.507 -5.497  0.096
H: 4.682 1.781 2.871  0.102
H: 4.108 5.976 3.528  0.101
H: -0.279 0.296 5.258  0.092
H: 0.140 5.022 5.102  0.096
H: -5.620 -2.869 -3.781  0.104
H: -1.046 -1.001 7.222  0.097
H: 1.256 1.686 -0.279  0.020
In: 0.935 1.607 -3.147  0.699
H: 7.424 3.958 5.343  0.095
H: -3.598 -4.294 -3.720  0.098
B: 1.917 -0.404 -0.764  -0.670
C: -2.208 -1.778 -5.363  0.016
C: 5.815 5.100 4.494  -0.105
C: 4.998 2.712 3.329  -0.088
C: -0.049 -2.830 3.968  -0.091
O: -0.895 -2.555 -3.475  0.091
H: -3.021 -2.379 -4.891  0.053
H: -7.838 -6.090 -5.533  0.095
H: -0.300 0.075 -5.671  0.097
H: -3.693 -6.611 -4.582  0.101
H: -1.188 -3.469 7.096  0.095
C: 0.020 -1.444 4.034  -0.083

Forces on the atoms, in the same order (eV/Å):
H 0.0067 -0.0391 0.0369
C 0.0243 -0.0373 0.0017
C -0.0204 -0.0275 -0.0393
C 0.0034 -0.0131 0.0164
C 0.0420 -0.0209 0.0030
H -0.0307 0.0049 -0.0388
C -0.0347 0.0443 -0.0011
H 0.4693 -0.2988 -0.7249
C 0.0140 0.0063 -0.0035
H 0.0418 -0.0289 0.0001
C -0.0044 0.0001 -0.0139
C 0.0003 0.0475 0.0163
O -0.2660 -0.5789 -1.0866
C 0.0570 0.0094 0.0269
C -0.2918 0.0824 -0.0041
C 0.0532 -0.0341 0.0373
C 0.5243 -0.5359 -0.0511
H -0.0147 0.0425 0.0406
H -0.4505 0.5125 1.0597
C -0.0357 -0.0496 -0.0185
H -0.7808 -0.4560 0.6573
H -0.6807 0.8258 -0.5585
C -0.0256 0.0159 -0.0510
H -0.7497 -0.0719 0.9372
C -0.0729 0.0061 -0.0219
O -2.1579 0.7385 0.0285
H -1.0615 -0.1562 0.0924
C 0.0167 0.0009 0.0499
H 0.0211 0.0710 -0.0098
H 0.0351 -0.0394 -0.0097
H 1.3908 0.5613 0.6273
C 0.0097 0.0422 0.0310
C -0.5217 -0.8048 -0.8641
C -0.0021 -0.0158 0.0117
H 0.0015 0.0500 -0.0023
H 0.0629 -0.0051 0.0055
H -0.0217 0.0446 -0.0295
H -0.0277 0.0419 -0.0088
C 0.0079 -0.0333 -0.0313
H 0.0563 -0.0116 0.0222
H 0.3312 -0.2280 -0.3989
H -0.0151 -0.0421 -0.0117
H -0.1277 -1.1022 -0.0582
C -0.0255 0.0170 0.0555
N -0.0335 -0.1620 0.6062
C 1.8992 0.3811 -0.7810
C -0.0723 0.0613 -0.6863
C -0.0159 -0.0182 -0.0077
O -0.0363 1.0396 1.8560
C 0.0228 0.0154 -0.0298
H -0.4791 0.1416 -0.2306
H -0.5684 0.1560 0.2480
C -0.1542 -0.2201 0.8615
H -0.0031 0.0408 0.0229
H -0.0095 0.0516 0.0093
H 0.0188 -0.0509 -0.0072
H -0.0101 -0.0443 -0.0369
H 0.0007 -0.0263 -0.0341
H 0.0149 -0.0488 -0.0068
H 0.0068 -0.0219 -0.0497
H 0.5088 -0.5045 -0.7212
In 0.2137 -0.0788 0.4963
H -0.0368 0.0013 -0.0381
H -0.0405 -0.0273 -0.0068
B 0.2025 0.9584 0.1180
C 1.7322 -0.1510 -0.4222
C -0.0339 -0.0397 -0.0090
C 0.0250 0.0044 0.0402
C -0.0175 -0.0092 0.0140
O -0.2366 -0.0804 -0.9321
H 0.6971 0.7429 -0.3767
H 0.0472 0.0225 0.0095
H 0.6290 -0.7490 0.3707
H -0.0327 0.0468 0.0014
H 0.0180 0.0211 -0.0324
C -0.0061 0.0132 0.0343

Multiplicity: 1
Charge: -1
Orbital gap: 6.93 eV

=====

(3)
Molecular formula: C38H40BrN3O5P
Method: DFT, wB97M-V/def2-TZVPD

Last column: Löwdin charge in e.
Positions of all 88 atoms, in Å:
C: 2.780 1.498 6.322  -0.287
H: 3.100 0.397 4.592  0.056
C: 3.475 -3.459 -1.979  0.010
C: 1.798 0.309 -7.957  -0.084
O: 2.630 -0.657 -5.965  0.097
H: -1.716 -1.640 1.005  0.076
C: 2.347 -0.917 -1.897  -0.014
H: -3.936 1.953 2.172  0.100
H: 0.400 4.055 3.960  0.093
H: -2.230 2.408 2.094  0.098
C: -0.225 -5.197 0.840  0.011
H: -4.498 4.260 2.909  0.124
N: -3.756 4.439 0.999  0.008
H: 0.212 -6.184 0.770  0.126
Br: -3.817 -0.833 3.639  0.470
H: 0.139 1.665 3.643  0.108
H: -1.836 -5.785 2.124  0.112
H: 1.892 0.064 -1.862  0.123
C: 1.725 -1.972 -1.239  -0.095
H: -3.248 -1.076 -4.628  0.107
C: -2.112 -0.377 -6.301  0.000
C: 0.389 -4.145 0.167  -0.071
C: -1.137 -1.309 -4.309  -0.054
H: 0.644 0.410 5.642  0.069
C: 1.642 -4.410 -0.608  -0.275
C: 2.289 -3.251 -1.285  -0.081
C: 3.526 -1.132 -2.591  -0.050
H: -2.970 3.259 4.657  0.119
C: -0.707 0.401 -8.198  -0.276
H: 5.010 -2.567 -3.175  0.115
C: -0.780 1.416 6.907  -0.181
H: 3.609 1.988 6.837  0.105
C: 0.471 -1.713 -0.488  -0.287
C: -1.305 -2.642 0.976  -0.044
C: 3.069 0.568 -8.454  -0.002
C: 0.672 0.642 -8.713  -0.081
C: 0.283 -0.552 -6.092  -0.077
H: -0.056 1.463 -10.543  0.122
H: 4.207 1.355 -10.087  0.109
H: 3.929 0.308 -7.853  0.119
H: -4.576 4.018 0.585  0.075
C: -1.902 -3.686 1.658  -0.083
C: -0.841 -0.187 -6.832  -0.080
C: -3.051 2.317 4.115  -0.226
H: 0.244 -0.468 7.112  0.119
H: -2.266 0.103 6.061  0.098
C: 3.217 1.151 -9.701  -0.053
H: -1.254 -1.750 -3.327  0.100
H: -2.972 -0.083 -6.888  0.122
C: -0.409 3.529 4.447  0.089
H: -2.951 4.252 0.417  0.075
H: -0.487 2.464 6.884  0.102
C: 0.448 0.525 6.710  -0.205
N: 3.304 0.346 5.580  0.004
P: -1.768 -0.026 3.373  0.702
C: -1.979 1.151 6.017  -0.135
H: -1.169 1.243 7.915  0.135
C: -0.607 2.253 4.167  -0.197
H: 2.915 -0.526 5.913  0.064
C: 2.097 1.472 -10.460  -0.051
C: 4.090 -2.402 -2.629  -0.035
H: 1.449 2.049 7.883  0.109
H: 2.368 2.232 5.621  0.099
H: 2.146 0.449 8.077  0.115
H: -2.827 1.731 6.373  0.126
O: -0.039 -0.610 -0.443  0.084
C: -0.153 -2.864 0.232  -0.082
C: -3.564 4.063 2.378  -0.291
H: -3.922 1.802 4.508  0.087
C: -3.172 2.592 2.616  -0.214
O: -0.925 -0.966 4.366  -0.321
H: -1.202 -1.893 4.369  0.076
C: 0.827 1.218 -9.968  0.002
C: -2.258 -0.932 -5.042  -0.055
C: 0.130 -1.121 -4.833  0.002
H: 4.000 -0.313 -3.114  0.114
C: 1.662 -0.330 -6.619  -0.274
H: 3.899 -4.453 -2.003  0.125
H: 1.015 -1.406 -4.278  0.101
O: 2.105 -5.526 -0.670  0.123
C: -1.366 -4.969 1.591  -0.047
N: -1.833 1.504 4.522  -0.332
H: 2.216 1.922 -11.436  0.110
H: -2.793 -3.499 2.245  0.077
H: -0.992 4.080 5.173  0.092
H: -2.787 4.698 2.815  0.111
C: 1.711 1.133 7.347  -0.192
O: -1.685 0.676 -8.858  0.113

Forces on the atoms, in the same order (eV/Å):
C 0.1114 -0.0718 -0.0727
H 0.0806 0.0312 -0.0162
C 0.0179 0.0110 -0.0473
C -0.0046 -0.0132 0.0173
O 0.1191 0.0402 -0.0005
H -0.0149 -0.0173 -0.1073
C 0.0525 0.0218 -0.0030
H 0.0834 -0.1019 -0.0405
H 0.2984 -0.1368 0.3435
H 0.0037 -0.0487 0.0066
C -0.0240 -0.0019 0.0484
H 0.0587 0.1163 0.0939
N 0.0066 0.0976 0.0193
H 0.0208 0.0119 -0.0154
Br 0.0081 -0.0074 0.1282
H -0.1780 0.0921 -0.3377
H -0.0154 -0.0003 -0.0184
H -0.0154 -0.0092 0.0109
C -0.0288 0.0071 0.0100
H 0.0007 -0.0117 -0.0037
C -0.0238 -0.0215 0.0359
C 0.0166 -0.0041 0.0043
C 0.0199 0.0047 -0.0080
H 0.0030 -0.1727 0.0362
C -0.0065 0.0045 -0.0085
C -0.0172 -0.0174 0.0097
C -0.0260 0.0343 -0.0265
H 0.0742 -0.0166 0.0699
C 0.0186 -0.0041 -0.0023
H -0.0048 0.0018 -0.0046
C -0.0091 -0.2399 0.2454
H -0.0441 0.0645 0.0357
C 0.0346 -0.0353 -0.0040
C -0.0489 0.0102 0.1208
C 0.0246 0.0098 -0.0384
C -0.0231 -0.0012 0.0154
C 0.0186 0.0177 -0.0088
H -0.0127 -0.0034 0.0213
H -0.0024 -0.0042 -0.0038
H -0.0163 -0.0190 0.0119
H 0.0304 -0.0296 -0.0231
C -0.0889 0.0371 0.1348
C 0.0017 0.0109 -0.0173
C 0.0194 0.2189 -0.0812
H -0.0487 -0.0590 -0.1190
H 0.0137 -0.0418 -0.0170
C -0.0008 -0.0057 0.0127
H -0.0051 0.0069 0.0027
H 0.0175 -0.0033 -0.0245
C 0.0496 -0.2020 0.0809
H -0.0152 -0.0242 -0.0092
H -0.0701 0.0451 -0.1062
C 0.1186 0.3830 -0.1780
N -0.2370 -0.0521 -0.0508
P 0.1116 0.0735 -0.2757
C 0.0604 0.0281 0.0163
H 0.0235 0.1099 0.0519
C 0.0521 0.0756 -0.0751
H 0.1039 -0.0074 0.0739
C -0.0132 -0.0041 0.0039
C -0.0123 -0.0129 0.0120
H 0.0238 -0.0661 0.1595
H 0.0088 0.0247 -0.0016
H 0.0004 0.0002 0.0446
H -0.0092 0.0739 -0.0431
O 0.0087 0.0340 0.0571
C 0.0203 0.0314 -0.0390
C -0.0814 -0.2232 -0.1305
H -0.0001 -0.1077 -0.0197
C -0.0254 0.1599 0.0128
O -0.1329 0.1897 -0.0381
H 0.0896 -0.1335 0.0082
C 0.0306 0.0206 -0.0341
C 0.0003 0.0059 -0.0058
C -0.0370 -0.0165 0.0303
H -0.0034 -0.0132 -0.0190
C -0.0852 -0.0432 0.0797
H -0.0240 -0.0088 0.0059
H 0.0073 0.0050 -0.0311
O 0.0047 0.0048 0.0109
C 0.1056 0.0271 -0.0514
N -0.0882 -0.2756 0.4894
H 0.0021 0.0001 0.0021
H -0.0478 -0.0725 -0.0478
H -0.3382 0.1417 -0.3740
H -0.0441 0.0544 0.0480
C -0.0479 0.0092 -0.0485
O -0.0043 0.0135 0.0061

Multiplicity: 1
Charge: +1
Orbital gap: 8.01 eV